(1)
Computed, not measured: a molecular structure, C26H53ClO2P2RuSi2, with ωB97M-V/def2-TZVPD.

Each line ends with the Löwdin spin population.
Positions of all 87 atoms, in Å:
Ru1 -0.279 -0.011 0.097  2.70
C1 -1.634 -0.022 2.074  0.13
C2 -1.966 1.158 1.348  0.13
C3 -2.499 0.706 0.069  0.08
Si1 -1.453 2.822 2.069  0.02
C4 -2.494 -0.710 0.045  0.08
C5 -1.943 -1.185 1.317  0.12
Si2 -1.422 -2.859 2.010  0.02
H1 -1.347 -0.033 3.113  0.01
H2 -2.921 1.338 -0.705  0.01
H3 -2.915 -1.322 -0.734  0.01
Cl1 2.387 0.189 -4.170  0.00
C6 -1.189 -2.853 3.853  0.00
C7 -2.723 -4.107 1.574  0.00
C8 -1.238 2.796 3.911  0.00
C9 -2.755 4.068 1.641  0.00
H4 -3.653 -3.772 2.054  0.00
H5 -2.420 -5.064 2.020  0.00
H6 -2.898 -4.239 0.503  0.00
H7 -0.410 -2.153 4.173  0.00
H8 -0.905 -3.868 4.164  0.00
H9 -2.132 -2.585 4.349  0.00
H10 -3.693 3.701 2.079  0.00
H11 -2.901 4.244 0.571  0.00
H12 -2.472 5.006 2.136  0.00
H13 -2.183 2.504 4.389  0.00
H14 -0.976 3.812 4.238  0.00
H15 -0.451 2.104 4.227  0.00
C10 0.220 -3.196 1.146  0.01
C11 0.201 3.187 1.241  0.01
P1 0.343 -2.285 -0.436  0.12
H16 0.302 -4.281 0.996  0.00
H17 1.065 -2.873 1.774  0.00
P2 0.324 2.296 -0.353  0.12
H18 1.033 2.865 1.889  0.00
H19 0.282 4.279 1.120  0.00
C12 1.899 2.926 -1.115  0.03
C13 -0.972 3.176 -1.405  0.02
C14 -0.969 -3.151 -1.475  0.02
C15 1.890 -2.946 -1.227  0.03
C16 2.966 -1.876 -1.306  0.01
H20 1.587 -3.195 -2.255  0.00
C17 2.465 -4.195 -0.563  0.01
H21 2.725 -4.009 0.487  0.00
H22 3.387 -4.465 -1.093  0.00
H23 1.799 -5.064 -0.615  0.00
H24 2.679 -1.108 -2.026  0.00
H25 3.892 -2.338 -1.671  0.00
H26 3.144 -1.402 -0.333  0.00
H27 -1.913 -2.967 -0.942  0.00
C18 -0.789 -4.667 -1.627  0.01
C19 -1.049 -2.500 -2.854  0.01
H28 -0.800 -5.216 -0.680  0.00
H29 0.134 -4.909 -2.172  0.00
H30 -1.630 -5.043 -2.227  0.00
H31 -1.254 -1.424 -2.804  0.01
H32 -1.865 -2.975 -3.420  0.00
H33 -0.115 -2.653 -3.417  0.00
H34 -1.928 2.988 -0.893  0.00
C20 -1.035 2.552 -2.799  0.01
C21 -0.779 4.692 -1.530  0.01
H35 -0.789 5.224 -0.572  0.00
H36 -1.615 5.087 -2.126  0.00
H37 0.148 4.932 -2.069  0.00
H38 -1.241 1.475 -2.773  0.01
H39 -0.095 2.720 -3.345  0.00
H40 -1.846 3.035 -3.365  0.00
C22 2.969 1.846 -1.134  0.01
C23 2.463 4.187 -0.465  0.01
H41 1.620 3.146 -2.157  0.00
H42 2.713 4.015 0.589  0.00
H43 1.793 5.050 -0.535  0.00
H44 3.389 4.451 -0.990  0.00
H45 3.164 1.442 -0.135  0.00
H46 3.894 2.270 -1.546  0.00
H47 2.665 1.029 -1.789  0.00
C24 0.675 0.051 -4.553  0.01
H48 0.113 0.047 -3.626  0.01
H49 0.382 0.890 -5.193  0.00
H50 0.487 -0.865 -5.129  0.00
C25 2.023 0.039 3.706  0.01
O1 0.850 0.068 2.859  0.02
C26 1.187 -0.021 1.530  0.13
O2 2.383 -0.108 1.228  0.06
H51 1.684 0.107 4.741  0.00
H52 2.673 0.892 3.469  0.00
H53 2.563 -0.903 3.547  0.00

Output
HOMO (alpha / beta) = -0.167 / -0.292 Eh
<S²> = 6.0173
Relative energy (zero: lowest compared OMol25 entry of this formula, charge and spin) = 0.000 eV
E = -81354.0433 eV
Largest force on an atom = 0.06936 hartree/bohr
Multiplicity = 5
Frontier orbital gap (alpha / beta) = 5.24 / 7.51 eV
Net charge = 0
Lowest unoccupied orbital energy (alpha / beta) = 0.7 / -0.4 eV

(2)
Computed, not measured: C3H8N2O2 in the gas phase, with ωB97M-V/def2-TZVPD.

Each line ends with the natural charge from an NBO analysis.
Positions of all 15 atoms, in Å:
C1 1.509 -1.317 0.234  -0.61
C2 0.622 -0.206 -0.337  -0.12
N1 1.157 0.673 -1.181  -0.45
H1 0.877 1.636 -0.977  0.32
H2 -0.208 -0.812 -0.897  0.25
H3 2.229 -1.660 -0.507  0.23
H4 2.044 -0.917 1.098  0.21
H5 0.896 -2.164 0.549  0.22
C3 -0.556 0.395 0.832  0.15
O1 -2.103 0.630 -0.765  -0.58
O2 -0.612 1.769 0.971  -0.70
N2 -1.654 -0.253 0.203  -0.08
H6 -2.799 0.138 -1.228  0.50
H7 -1.069 2.126 0.196  0.49
H8 -0.331 -0.037 1.807  0.19

Output
HOMO (alpha / beta) = -0.330 / -0.305 Eh
Relative energy (zero: lowest compared OMol25 entry of this formula, charge and spin) = 6.534 eV
E = -10310.4181 eV
Largest force on an atom = 0.08187 hartree/bohr
Multiplicity = 1
Frontier orbital gap (alpha / beta) = 9.11 / 7.88 eV
Net charge = 0
Lowest unoccupied orbital energy (alpha / beta) = 0.1 / -0.4 eV

(3)
Computed, not measured: 4 unconnected molecules or ions with the total composition C2H11NO3, with ωB97M-V/def2-TZVPD.

Each line ends with the natural charge from an NBO analysis.
Positions of all 17 atoms, in Å:
C1 1.176 -3.640 -0.362  -0.40
C2 1.561 -2.467 -0.998  -0.02
N1 1.182 -1.129 -0.678  -0.86
H1 0.558 -3.831 0.494  0.20
H2 1.874 -4.479 -0.681  0.20
H3 1.958 -2.719 -1.975  0.16
H4 2.028 -0.548 -0.627  0.37
H5 0.516 -0.714 -1.200  0.36
H6 -1.889 -2.251 1.208  0.47
H7 -1.699 -1.067 0.261  0.47
O1 -1.358 -1.391 1.170  -0.94
H8 -0.680 2.054 -0.259  0.47
H9 -1.030 1.151 1.054  0.50
O2 -1.419 1.735 0.293  -0.97
H10 -1.265 5.902 0.384  0.46
H11 -1.013 7.063 1.151  0.46
O3 -0.501 6.331 0.767  -0.92

Output
HOMO = -0.345 Eh
SMILES string = C=CN.O.O.O
Relative energy (zero: lowest compared OMol25 entry of this formula, charge and spin) = 2.393 eV
E = -9882.8067 eV
Largest force on an atom = 0.08977 hartree/bohr
Multiplicity = 1
Frontier orbital gap = 10.03 eV
Net charge = 0
Lowest unoccupied orbital energy = 0.6 eV